Formula: C32H42INO9S3
Source: the Open Molecules 2025 dataset
Level of theory: ωB97M-V/def2-TZVPD

For the gap between HOMO and LUMO, the calculation gives 8.04 eV. Its total energy is -94383.337 eV. Its structure (SMILES) is CCCNc1cc(I)c2c(c1)C(=O)c1ccc(C[C@H]3CO3)cc1C2=O.O=S1(=O)CCCC1.O=S1(=O)CCCC1.O=S1(=O)CCCC1. The value obtained for the HOMO energy is -8.7 eV.

XYZ file:
```
88
C32H42INO9S3 | the Open Molecules 2025 dataset | ωB97M-V/def2-TZVPD
S 6.4466 3.5684 -6.3448
H -6.1807 -1.6109 2.1648
H -1.2980 -5.6404 -0.1276
H 1.8217 -2.1335 -0.0946
O 6.6066 4.6036 -7.3345
H -8.3166 -3.3445 -0.2144
H -1.6486 -4.9551 2.5040
H -8.0710 -2.9928 3.5878
H -7.8701 -5.0679 2.2798
H 4.0553 4.8193 -4.7371
C 4.3163 2.7050 -5.0806
H -2.7962 2.8982 0.6074
H -0.7935 -3.3541 -0.8949
C 2.6654 -2.5392 2.9291
H 3.2414 2.5295 -5.0507
C 2.4894 -1.2716 -0.0700
H 5.5724 -0.4136 0.8797
O -5.8657 -2.3733 -0.3645
H -8.4946 -2.0807 2.1452
C 2.8696 1.0672 -0.5102
H 3.8270 -3.4357 0.5495
H 4.8097 1.8636 -4.5878
C 4.8214 2.8396 -6.5139
H -7.6948 -5.0176 -0.1631
H -5.7691 -3.1627 2.9363
H 2.9990 -0.3745 2.9660
H -2.4336 -3.6937 -1.4537
H -2.0946 6.7494 4.0929
H -2.8630 -5.1258 0.4872
S -6.1057 -3.4126 0.6058
C -1.7709 2.7706 0.2648
C -1.3306 5.1051 2.3735
C 4.6986 4.0121 -4.3785
C -1.2015 -4.4165 1.6716
C 0.6411 0.1414 -1.0493
C -7.8986 -2.9180 2.5150
I 5.4446 2.6324 0.0866
H 6.8484 3.8613 -4.0288
C 2.2636 2.3664 -1.0088
C 3.7695 -1.4186 0.4452
H -1.9536 0.6873 -0.1623
C 0.3722 3.7923 -0.1396
H -0.5352 4.4649 2.7730
O 2.8452 3.1585 -1.7217
S -1.5108 -2.6595 1.8741
O 0.0691 -0.6509 -1.7735
N 4.2573 -2.6262 0.9771
C -1.4707 5.2030 0.8158
H 2.5726 -3.1724 3.8260
C -2.3243 -2.4196 0.3030
C 4.1255 -2.6798 2.4431
H -0.1226 -4.5683 1.6690
H 4.7902 -1.9677 2.9480
H 1.2472 -0.8655 2.9135
H 4.8988 1.8889 -7.0369
C -0.9466 3.8824 0.2866
C 6.1581 4.3162 -4.7376
H -9.3920 -4.3319 1.7720
C 2.0504 -0.0608 -0.5306
C 4.5774 -0.2886 0.4508
O -2.4819 5.2115 3.0853
C -8.3108 -4.2008 1.7822
H 4.2055 3.5339 -7.0855
H 4.5649 3.9425 -3.3008
H 1.0579 4.6371 -0.1453
O 7.4110 2.5081 -6.1945
C -1.8324 -4.8074 0.3291
C 2.2504 -1.0974 3.3199
O -0.2444 -1.9617 1.8476
C 0.8252 2.5672 -0.5684
C 0.0144 1.4418 -0.5923
C -6.4157 -2.6715 2.2109
H 4.4732 -3.6780 2.7486
C -7.7509 -4.0706 0.3693
H -3.3945 -2.5000 0.4756
C -1.2921 1.5518 -0.1747
H 6.3464 5.3852 -4.8032
C -1.5928 6.5210 3.1405
H -0.6022 6.3220 3.6844
C 4.1610 0.9361 -0.0065
H 1.9473 -2.9486 2.2089
O -5.1893 -4.5153 0.7761
H -2.5389 5.3481 0.6421
O -2.4631 -2.4564 2.9382
H -0.8616 6.0621 0.5322
H 2.1901 -0.9443 4.4066
H -2.0795 -1.4363 -0.0937
C -1.8157 -3.5624 -0.5667
```

Löwdin atomic charge list, values in e, 8 entries: S 0.66; H 0.11; H 0.12; H 0.13; O -0.33; H 0.11; H 0.10; H 0.12

***

Formula: C32H42N
Source: the Open Molecules 2025 dataset
Level of theory: ωB97M-V/def2-TZVPD

For the gap between HOMO and LUMO, the calculation gives 8.52 eV. Its total energy is -35349.622 eV. As for the charge: +1. Its structure (SMILES) is Cc1cc(C)c([C@H](C)C[C@H](c2c(C)cc(C)cc2C)[N@@H+]2CCC[C@@H]2c2ccccc2)c(C)c1. Its relative energy (zero: lowest compared OMol25 entry of this formula, charge and spin) is 0.0 kcal per mole. The value obtained for the HOMO energy is -10.9 eV.

XYZ file:
```
75
C32H42N | the Open Molecules 2025 dataset | ωB97M-V/def2-TZVPD
C 4.4585 1.5069 -0.3992
H 1.1179 2.7060 -2.0468
C 1.0584 -1.7159 1.5769
H 4.6275 -3.5961 3.6727
H 2.2621 -4.4007 5.0226
H -2.5724 -1.7844 2.8093
C -1.8632 -6.1588 -0.2822
C 3.2257 0.4611 3.0241
C 6.4391 -1.4321 1.3741
H 3.6306 -5.0043 3.2819
H -2.6793 -6.0833 -1.0137
C -1.7204 -2.4607 2.9944
C 2.6374 -3.5073 4.5055
H 1.2620 -3.5958 2.1698
C 6.6114 -1.6352 0.0033
C 5.2826 -1.8733 2.0182
N 1.7423 -2.7161 2.4192
C 3.1779 0.9184 1.5832
H 0.2318 2.9135 -0.5390
C 4.4308 -2.6947 -0.0778
C 0.1530 2.0521 2.2715
H 0.1169 1.3799 -1.4385
H 1.0223 -2.6188 -2.3539
C -0.0904 -2.4853 0.9129
C -1.7681 -4.1711 1.2541
H 5.7151 -2.4254 -1.7916
C 3.1857 -3.3114 2.0487
C 4.2461 -2.5084 1.3080
H 5.3150 1.0097 1.5133
C 0.1019 -2.9136 -0.4189
H 6.2197 0.5941 -1.2097
H 3.2874 2.1403 -2.1004
H -0.8785 1.9148 2.6279
H -0.5183 -0.6049 2.5243
H 3.0374 -0.6293 3.0949
H 0.6541 -1.1025 -1.5191
H 2.0334 -2.0733 -1.0183
H -2.2261 -6.6984 0.6006
H 0.1839 2.9475 1.6332
H -1.0285 -1.9483 3.6709
H 2.8969 -4.1350 1.3713
H 0.5196 -3.2590 4.0423
H 1.8182 -1.4155 0.8385
H 1.3344 -1.7412 4.3253
C 1.9828 1.0933 0.8484
H -1.0571 -6.7500 -0.7329
H 7.2129 -0.9285 1.9575
H 1.0184 -0.2969 3.2840
C 5.7884 1.5943 -1.0700
C 2.0356 1.6890 -0.4263
H 3.6782 -3.2444 -0.6479
C 0.6262 0.8184 1.4672
C 5.5924 -2.2576 -0.7204
H 4.2230 0.6355 3.4586
H 2.5127 1.0050 3.6637
C 3.2656 1.7921 -1.0673
C 0.9912 -2.1414 -1.3648
H 0.8018 2.2295 3.1446
H 5.6891 2.0669 -2.0518
C -1.1488 -3.0125 1.7076
H -0.0908 0.6593 0.6462
H -2.5332 -4.6219 1.8896
C 1.4764 -2.7388 3.9010
C 0.8017 2.1871 -1.1347
C 4.3912 1.1445 0.9438
H 7.5387 -1.3177 -0.4805
C 3.6159 -3.9104 3.4011
C -1.3609 -4.7950 0.0759
C 0.5452 -0.4623 2.3070
H 6.4950 2.1657 -0.4533
H -0.3646 -4.4988 -1.8034
C -0.5426 -4.0880 -0.8101
H 5.1999 -1.7509 3.1028
H 3.1141 -2.8538 5.2465
H -2.1375 -3.3002 3.5700
```

Löwdin atomic charge list, values in e, 8 entries: C -0.26; H 0.08; C -0.18; H 0.11; H 0.12; H 0.11; C -0.05; C -0.03

***

Formula: C32H42N2O11S3V
Source: the Open Molecules 2025 dataset
Level of theory: ωB97M-V/def2-TZVPD

For the gap between HOMO and LUMO (spin up / spin down), the calculation gives 4.54 / 5.96 eV. As for the spin multiplicity: 4. Its total energy is -117567.408 eV. As for the charge: -2. Its relative energy (zero: lowest compared OMol25 entry of this formula, charge and spin) is 36.9 kcal per mole. The value obtained for the HOMO energy (spin up / spin down) is -0.6 / -2.1 eV.

XYZ file:
```
91
C32H42N2O11S3V | the Open Molecules 2025 dataset | ωB97M-V/def2-TZVPD
C -1.9435 0.9812 -1.0619
H -5.2877 4.3660 0.8537
O 2.0887 -0.7578 3.8631
C 1.1462 -0.7834 -6.1141
C -2.7521 -2.7617 1.1318
H 0.8340 -4.0212 5.4790
S 1.1349 2.9579 1.0407
O -0.3921 -2.1100 0.8308
O -0.9465 -4.1635 0.2137
C 3.9807 -2.9986 2.4251
S 2.4269 -2.9479 1.4473
C -2.7560 1.2184 1.1047
C 1.5658 2.9318 2.7826
C -0.1239 -0.6446 -3.9477
C -3.4951 2.3109 0.7464
C -1.2724 -3.0823 0.6628
O 2.8121 -3.3101 0.0247
H -1.6205 -2.5568 -5.0306
H -4.1040 2.7862 1.5013
O -2.9081 -1.6337 1.6590
H 2.2288 0.9241 5.4257
H 1.5980 -1.6521 -1.1915
O 0.0890 1.9125 0.9730
C 5.7420 -3.7756 0.7455
C 0.7339 -4.2035 3.3159
H 2.4028 -5.1815 2.3057
H -2.2316 -0.1566 -5.7726
H 0.1035 -5.0866 3.4375
C -3.4522 2.7962 -0.5780
H -5.1843 3.0131 -2.6574
C -4.2030 4.0516 -1.0187
H -5.9971 4.5150 -2.1684
C -1.2165 -0.0182 -6.1499
O -0.0917 -0.0213 3.0009
H 2.5666 3.1337 6.5140
H 1.0255 -4.7252 1.2409
H 5.9791 -2.2581 2.2555
O 1.8314 -0.0344 1.5359
H -3.7610 5.8930 -2.0800
H -1.2248 -0.2473 -7.2184
H 1.6155 -1.9175 -3.6183
S 1.3847 0.0954 2.9390
C -5.4566 3.6354 -1.8023
H 4.9204 -1.7896 0.9234
H 6.6631 -3.4901 0.2298
C 1.7589 4.1624 3.3958
O 2.3448 2.6486 0.3233
N -0.0494 -0.3878 -1.1673
O -3.5910 -3.6456 0.9064
C 0.8657 -1.2792 -3.1704
C 1.7354 1.7550 3.5329
H -6.1286 3.0522 -1.1681
H 0.0431 -3.0947 -5.2292
C -1.0425 0.1342 -3.2827
H -1.8394 0.6434 -3.8078
H 1.9087 -2.9199 4.6204
C 2.0981 1.8424 4.8711
N -1.9460 0.5713 0.2368
H -2.3239 5.0559 -1.4542
C -2.6914 2.0794 -1.4793
C 2.2879 3.0792 5.4685
H 1.0548 -0.9690 -7.1881
H -3.7512 5.2379 0.7439
C 5.1966 -2.6173 1.5810
O 0.5909 4.2768 0.8061
H 1.5371 0.2268 -5.9694
H 5.9659 -4.6343 1.3874
H -5.1611 5.7913 -0.1790
H 2.3206 -4.6396 4.7455
C 1.6304 -4.4328 2.1025
H -2.6151 2.3865 -2.5158
C -0.9879 0.2527 -1.8916
H 4.9991 -4.0795 0.0102
H -0.9016 -2.6149 -6.6551
C -0.2226 -0.9394 -5.4402
C 0.8706 -1.1349 -1.8093
C 1.4967 -3.9275 4.6150
C -0.7049 -2.3925 -5.6016
H -2.7779 0.8105 2.1060
H 3.8043 -2.2523 3.2012
C -4.6249 4.9076 0.1771
H 0.0676 -3.3655 3.0987
H 1.8756 -1.4876 -5.7134
H 2.2501 5.2051 5.2018
V -0.2398 -0.2051 0.8174
C -3.3019 4.9130 -1.9184
H 1.6103 5.0520 2.7984
H -3.1465 4.4533 -2.8964
H -0.9421 1.0329 -6.0271
C 2.1141 4.2375 4.7326
H 4.1088 -3.9818 2.8841
```

Löwdin atomic charge list, values in e, 8 entries: C -0.17; H 0.07; O -0.32; C -0.06; C -0.64; H 0.06; S 0.48; O -0.21

***

Formula: C32H43Cl2N10
Source: the Open Molecules 2025 dataset
Level of theory: ωB97M-V/def2-TZVPD

For the gap between HOMO and LUMO, the calculation gives 3.22 eV. Its total energy is -73823.477 eV. As for the charge: -1. The value obtained for the HOMO energy is -2.0 eV.

XYZ file:
```
87
C32H43Cl2N10 | the Open Molecules 2025 dataset | ωB97M-V/def2-TZVPD
C -3.0713 1.8019 -2.7076
H -0.5197 2.5938 7.9020
H -4.0978 -1.0487 1.5515
H 3.6927 -0.1073 -0.7977
H 8.1727 2.0670 -9.7145
N 7.0377 -0.1121 -2.3296
C 0.3420 0.2220 3.8214
C 7.4688 2.2254 -7.7397
H 7.2419 0.8446 -5.3278
H 0.2051 0.7191 2.8619
H 0.2521 0.9679 4.5996
H -2.8247 2.8273 -2.9809
C 7.3535 0.4741 -3.2645
C -6.8887 0.2076 2.4179
Cl -4.3794 -1.0746 -2.6887
H 7.9571 -1.7665 -0.4073
C -4.4026 1.5606 -3.1311
N 2.6516 -3.2585 3.9578
H 0.6564 -1.2729 -1.7837
C 0.7958 -4.8131 4.9050
H -4.5390 0.2423 0.4334
H -8.4079 -1.0614 1.7095
H 9.0516 1.0919 -8.5379
C 3.2578 -1.6208 -2.1883
C 8.5518 2.0467 -8.6943
C -0.9681 0.1011 -1.4835
C -2.5184 -0.4126 0.3020
H 4.4440 -1.2873 6.1971
H -9.2011 2.8890 -5.6026
C -0.6241 -1.8664 -0.1578
H -6.6376 0.8335 -4.5894
C -1.7559 -1.5517 0.5852
C -7.5605 -1.0812 2.3931
N 2.4687 0.6995 7.6676
H -2.0922 -2.1915 1.3909
N -1.4041 -1.6802 4.1195
N 2.5121 -2.3295 -2.6962
C -9.6670 3.1128 -4.6446
C -0.6358 -0.8365 3.9929
H -2.2095 3.1033 7.8684
C 7.7539 1.2166 -4.4496
C -0.2157 -1.0331 -1.1900
H -0.9335 4.2503 7.4594
C -3.7641 -0.1139 1.1012
N 6.6141 2.3631 -6.9866
H -0.6547 0.7348 -2.2985
H -6.7499 -0.7419 -3.8507
H 1.0271 -5.8663 4.7536
H -0.1472 -4.5910 4.4067
H -3.5679 0.6237 1.8752
C -5.1286 0.4266 -3.1761
H 7.5160 2.2727 -4.3491
N -6.3447 1.2168 2.4271
H 9.5090 -2.3574 -0.9874
H -0.0732 -2.7693 0.0740
H -7.2662 0.7189 -2.9280
Cl -5.3374 3.0196 -3.7806
C -6.5558 0.3063 -3.6395
H -9.0021 3.7805 -4.0985
C -2.8802 1.6794 -1.1758
H -6.8774 -1.8617 2.0609
N 8.7638 -4.1768 1.4862
C 1.8549 -3.9700 4.3771
H 5.0081 -1.2443 -1.0783
H -7.9267 -1.3470 3.3837
C 3.3626 -1.3374 6.3135
H 2.9243 -1.3721 5.3208
H 0.6618 -4.6419 5.9720
C -2.1161 0.4217 -0.7510
H 4.6262 -0.0299 -2.2842
H 1.3549 -0.1825 3.8502
H -2.3004 2.5373 -0.8277
H 8.8276 1.1236 -4.6146
C 2.8640 -0.1972 7.0697
C 8.8385 -3.2695 0.7881
C -9.8965 1.8925 -3.8889
H 3.1218 -2.2729 6.8144
H 9.2918 2.8387 -8.5915
N -10.0438 0.9239 -3.2924
H -3.8383 1.7220 -0.6602
C -1.3368 2.8141 5.9777
C -1.2457 3.2109 7.3737
C 4.1958 -0.7066 -1.5573
H 9.4398 -1.2887 0.4099
H -10.6038 3.6360 -4.8322
N -1.3964 2.4982 4.8764
C 8.9392 -2.1153 -0.0919
```

Löwdin atomic charge list, values in e, 8 entries: C -0.26; H 0.08; H 0.06; H 0.09; H 0.08; N 0.15; C -0.08; C -0.26

***

Formula: C32H43F18NO12PS
Source: the Open Molecules 2025 dataset
Level of theory: ωB97M-V/def2-TZVPD

For the gap between HOMO and LUMO, the calculation gives 8.37 eV. Its total energy is -128974.195 eV. As for the charge: +1. The value obtained for the HOMO energy is -12.4 eV.

XYZ file:
```
108
C32H43F18NO12PS | the Open Molecules 2025 dataset | ωB97M-V/def2-TZVPD
H 11.2761 4.4712 4.4292
H 10.5696 4.0188 6.7714
P -4.6722 0.1964 -0.7458
O 9.4875 2.3580 0.4075
C 7.2683 1.8746 -0.4727
H -2.1700 -1.5959 1.4295
H -0.4526 -1.5125 1.0730
F -9.5713 -3.4106 -0.0421
H -2.3384 6.1607 -6.7813
F -7.9629 -4.8430 0.1831
C -9.4297 -5.1626 -1.6528
H -10.3607 -4.4088 -5.5279
F -10.0011 -5.4136 0.6285
H -8.7308 -5.6129 -4.0376
C 2.5522 -2.3348 -1.2648
F 11.8489 3.8729 1.1437
H -2.8495 3.1400 1.3264
F -1.3765 -7.3780 0.8092
H 7.0853 2.8986 -0.7986
O -8.9270 -4.2505 -2.4738
F -3.1395 2.0301 -4.4472
C -2.9369 6.9273 -6.2899
H 9.8303 5.4177 4.8229
C -5.3597 -4.0801 1.1667
C -1.4462 -1.3022 0.6710
H -3.4064 1.4864 2.8386
C 9.6005 3.6793 0.4187
F 6.5704 -2.8800 1.1023
H -1.9668 6.7378 -4.3616
F 4.9906 -1.6255 1.8663
C -2.9671 6.7205 -4.7921
H -2.7034 -0.1551 2.8147
O 8.6371 3.5711 6.3333
C 10.0247 3.5848 5.9361
C 4.6468 -2.6479 -0.2509
C 10.2186 4.4085 4.6827
O -3.6271 5.4789 -4.4505
H 8.3405 0.8164 1.0604
F -2.2397 -7.9735 2.7016
F 5.6071 2.1299 5.3884
H -5.8703 -3.1427 1.3926
C -1.4958 0.1812 0.3392
F -3.3929 -8.1534 0.8759
H -4.1593 -4.1120 2.9730
C -2.2602 2.4419 0.7439
N -6.1604 0.2956 -1.1992
H 6.3138 1.4129 -0.2324
C -0.7186 0.6520 -0.7203
C -2.2710 1.0811 1.0752
C -3.7284 3.1706 -4.0991
O 3.5516 -1.8954 -0.3309
F 11.5251 3.3801 -0.9395
H -11.1284 -4.8586 -4.0005
H -3.9447 6.8762 -6.7024
F -3.8673 3.1537 -2.7535
H -0.1251 -0.0588 -1.2812
H 7.7591 2.3927 1.5720
C 1.6819 -3.4185 -0.6650
H -6.0435 -4.7294 0.6326
H -5.6952 0.7471 1.8811
S -4.6903 -0.0496 1.4550
C 6.4412 2.7509 6.2205
C -9.2516 -4.6998 -0.1977
H -4.5213 -3.8692 0.4982
C -8.9922 -4.5673 -3.8810
H -5.7067 -4.9319 3.1135
C -1.4744 2.8825 -0.3015
H 3.0204 -2.6631 -2.1919
H -3.9451 1.3437 -1.1132
H 1.2475 -3.0822 0.2776
H -8.2231 -3.9574 -4.3504
H 2.2614 -4.3162 -0.4548
F 11.1149 5.3742 -0.2254
C -2.4981 -7.4028 1.5211
H -1.5801 -1.9471 -0.1969
C 7.8816 2.6984 5.6852
O 4.8743 -3.6385 -0.8737
O -4.2841 -6.0166 2.1585
C 5.6237 -2.0202 0.7560
H 9.6866 3.9698 3.8384
H 0.8763 -3.6831 -1.3502
C 11.0470 4.0850 0.0901
F 6.2098 -0.9420 0.2112
C -3.0270 -5.9753 1.7391
F -4.9495 3.1857 -4.6305
H 1.9611 -1.4483 -1.4909
O -2.3675 -4.9888 1.5746
H -2.5103 7.9012 -6.5247
H -3.5519 7.4996 -4.3088
H 10.3818 2.5646 5.8048
O -1.7392 4.3062 -4.8383
C -4.8746 -4.7386 2.4400
H -4.1050 -0.9898 -1.2415
H -6.3361 1.1764 -1.6741
O 8.2453 1.9462 4.8298
C -0.7037 2.0011 -1.0482
H 7.7191 1.3399 -1.3097
C -10.3540 -4.2394 -4.4521
F 6.3706 2.1447 7.4117
C -2.8897 4.3859 -4.5273
F 6.0196 4.0102 6.3692
O -9.9208 -6.2068 -1.9538
C 8.1811 1.8412 0.7332
H -0.0707 2.3274 -1.8617
H -1.4540 3.9396 -0.5373
H -10.6081 -3.1969 -4.2582
O 8.7267 4.4554 0.6719
C -3.1501 0.6324 2.2170
```

Löwdin atomic charge list, values in e, 8 entries: H 0.09; H 0.13; P 0.62; O 0.04; C -0.06; H 0.06; H 0.09; F 0.17